Record 1
Molecular formula: C33H19N10O2Rh
Method: DFT, wB97M-V/def2-TZVPD

The calculation puts the maximum force at 1.23 eV Å⁻¹. As for the charge: 0. As for the multiplicity: 1. The calculation puts the HOMO energy (alpha / beta) at -0.2717 / -0.2717 Ha.

Atoms and positions in Å:
C  0.07  -1.33  2.88
C  -0.18  -3.26  4.60
H  -6.48  -1.31  -4.16
C  -2.41  -0.05  -2.11
N  2.23  2.38  -1.04
C  4.51  2.79  1.18
C  1.50  0.49  3.08
O  -0.06  2.13  2.15
C  2.08  3.38  -3.95
Rh  -0.33  0.19  -0.04
C  0.01  2.14  -3.77
N  0.09  1.28  -1.63
C  -5.13  -2.26  -1.20
N  -1.83  0.75  -2.96
C  -0.65  1.33  -2.73
H  3.00  3.73  -3.51
C  -1.68  -1.92  1.60
C  -3.98  -1.50  -1.27
C  -6.02  -2.17  -2.26
C  4.01  0.81  3.74
N  -0.67  -1.04  1.64
H  -5.32  -2.90  -0.34
H  4.92  3.26  0.30
H  1.62  -1.34  -0.66
N  -2.70  -2.04  0.74
N  -1.96  -0.46  -0.90
C  -1.63  -2.88  2.71
C  5.12  1.45  3.29
C  5.35  2.36  2.17
C  -0.52  -2.55  3.47
C  1.21  2.58  -3.23
C  -4.59  -0.60  -3.43
C  1.27  2.07  -1.85
C  -5.76  -1.35  -3.36
O  2.67  2.33  2.53
C  -2.44  -3.95  3.03
C  0.77  1.29  2.03
C  -2.09  -4.69  4.16
H  6.04  1.16  3.79
C  2.24  2.02  0.26
H  2.36  4.33  -5.85
H  -2.69  -5.54  4.45
H  4.10  0.04  4.49
C  0.51  3.26  -5.80
C  -2.83  -1.36  -0.36
C  -3.71  -0.69  -2.37
H  -1.30  2.11  -5.47
H  -6.94  -2.74  -2.24
H  -0.75  -4.94  5.81
C  2.69  1.10  3.22
N  1.42  0.94  0.75
N  2.49  -0.90  -0.38
H  3.20  0.02  1.15
H  -3.30  -4.20  2.43
C  3.14  2.45  1.24
N  1.01  -0.73  3.49
H  6.40  2.61  2.04
H  2.75  -0.24  -1.12
H  0.25  3.53  -6.81
N  2.27  -0.28  0.85
C  -0.36  2.46  -5.06
H  -4.38  0.04  -4.28
C  1.71  3.71  -5.25
C  -0.98  -4.35  4.93
H  0.68  -2.98  5.20

Löwdin population analysis, charges in e, atoms 1 to 6: -0.20, 0.00, 0.10, -0.25, 0.21, 0.00

Record 2
Molecular formula: C33H21BrN6O6S2W
Method: DFT, wB97M-V/def2-TZVPD

The calculation puts the maximum force at 1.58 eV Å⁻¹. As for the charge: 0. The calculation puts the energy above the lowest of the compared OMol25 structures with the same formula, charge and spin at 68.7 kJ/mol. As for the multiplicity: 1. The calculation puts the HOMO energy at -0.2591 Ha.

Atoms and positions in Å:
C  -3.71  0.99  1.25
C  0.59  2.43  0.35
N  3.68  -6.26  -0.90
C  0.89  -0.22  -4.29
C  0.33  -6.16  -4.12
C  -0.47  -5.05  -0.18
H  0.02  0.89  -7.33
C  -0.68  -3.68  0.06
H  -2.46  -0.28  4.15
H  -2.64  0.89  -0.62
H  1.07  -7.76  -2.89
C  4.23  -4.05  -0.15
H  0.47  4.54  0.37
C  -0.18  2.24  -0.92
C  1.06  0.35  -5.54
C  -2.55  -0.01  3.10
N  0.32  -2.85  0.21
H  -4.57  1.52  0.85
C  3.27  -4.97  -0.45
C  1.90  -4.65  -0.25
H  2.03  0.70  -5.87
C  1.58  -3.33  0.13
C  -3.65  0.65  2.61
C  -1.31  0.00  -5.91
H  -1.32  -5.71  -0.26
C  1.87  1.37  1.94
C  0.88  3.67  0.87
O  3.10  -1.41  -3.53
O  2.49  0.68  -2.36
N  3.24  -6.76  -1.94
C  2.64  -4.79  -3.34
H  1.94  4.71  2.42
O  -0.31  0.98  -1.21
O  2.20  -1.11  0.57
S  -0.01  -1.08  2.50
W  0.29  -0.59  0.01
C  0.60  -4.89  -4.60
H  2.88  2.59  3.36
C  2.21  2.58  2.51
H  1.97  -3.23  -4.64
N  -1.60  0.00  0.91
H  3.52  -4.24  -3.05
O  -1.14  -1.36  -1.61
H  -4.47  0.91  3.27
H  2.25  0.43  2.32
C  -1.52  -0.32  2.22
C  1.69  3.75  1.98
O  -0.55  3.17  -1.60
Br  -0.63  -4.05  -5.77
S  2.09  -0.52  -3.03
C  -0.07  0.45  -6.34
C  2.36  -6.06  -2.83
H  -2.17  0.10  -6.56
C  -2.66  0.66  0.43
C  0.80  -5.53  -0.35
H  -1.68  -3.26  0.10
H  0.96  -6.57  -0.57
H  -2.43  -0.91  -4.30
C  1.24  -6.76  -3.26
C  -0.34  -0.68  -3.85
C  -1.47  -0.56  -4.65
N  1.04  1.29  0.89
C  1.75  -4.21  -4.24
H  -0.56  -6.69  -4.43
H  5.27  -4.32  -0.27
C  3.91  -2.73  0.22
H  4.69  -2.00  0.37
N  1.03  -1.33  -2.04
C  -0.23  -1.19  -2.47
C  2.59  -2.36  0.33

Löwdin population analysis, charges in e, atoms 1 to 6: -0.06, -0.16, 0.09, -0.20, -0.12, -0.01

Record 3
Molecular formula: C33H21ClIN7OSeZn
Method: DFT, wB97M-V/def2-TZVPD

The calculation puts the maximum force at 0.20 eV Å⁻¹. As for the charge: 0. The calculation puts the energy above the lowest of the compared OMol25 structures with the same formula, charge and spin at 8.6 kJ/mol. As for the multiplicity: 1. The calculation puts the HOMO energy at -0.2659 Ha.

Atoms and positions in Å:
H  -1.56  2.88  -0.02
H  2.70  4.78  0.14
H  2.63  2.71  -3.60
N  -1.55  1.23  -1.25
C  4.25  0.58  0.03
C  2.81  3.79  -1.76
C  -2.09  -1.59  2.62
C  -0.90  -3.24  1.54
C  -3.16  -1.92  4.78
C  3.05  0.72  0.84
C  2.81  -1.34  -2.93
O  -2.26  0.52  1.55
C  -1.27  2.64  -1.05
H  -1.89  3.24  -1.72
C  -3.22  -1.22  -3.44
H  3.96  1.84  2.42
H  3.83  4.10  -1.95
N  0.61  -1.05  -1.26
C  0.83  2.60  -2.43
C  -1.16  -4.16  2.56
C  -3.29  -2.55  -3.03
C  0.50  -1.67  -2.43
C  -3.27  0.23  3.67
N  -1.35  -2.01  1.57
H  -3.68  -3.39  -3.58
H  -2.12  -4.45  4.45
H  -0.32  -3.52  0.67
N  -2.38  -1.37  -1.33
C  4.19  -0.11  -1.24
H  -4.15  -0.23  5.58
H  -2.63  1.58  -2.97
H  0.31  1.98  -3.16
H  -0.78  -5.17  2.49
C  -1.91  -3.76  3.64
C  2.18  4.17  -0.59
C  1.80  -0.56  -0.91
H  -3.55  -0.80  -4.38
C  0.70  0.98  2.18
H  1.43  -2.34  -4.24
Zn  -1.19  -0.42  0.08
C  1.57  -1.83  -3.30
Se  6.54  0.69  -0.96
H  0.37  4.08  0.56
C  3.04  1.41  2.05
H  1.79  2.07  3.67
H  -0.49  -2.05  -2.67
Cl  -3.56  -2.93  6.13
C  -2.55  -0.21  2.56
H  -0.27  1.08  2.66
N  5.30  -0.16  -1.93
C  -2.40  -2.44  3.71
C  0.18  2.99  -1.27
C  -3.58  -0.62  4.75
H  3.68  -1.45  -3.57
H  -2.69  -3.44  -1.07
C  2.93  -0.69  -1.71
N  5.41  1.07  0.36
C  -2.65  -0.52  -2.37
N  0.71  0.31  1.04
C  2.14  3.00  -2.68
C  0.87  3.77  -0.35
I  -3.90  2.21  3.70
C  -2.77  -2.59  -1.73
C  1.86  0.18  0.37
C  1.85  1.54  2.73
C  -2.28  0.85  -2.24

Löwdin population analysis, charges in e, atoms 1 to 6: 0.12, 0.10, 0.10, -0.02, -0.34, -0.09